(1)
C40H30AsBr2Cl5N3O4RuS as an isolated structure in a non-equilibrium geometry. Source: the OMol25 dataset; level of theory: ωB97M-V with the def2-TZVPD basis set.

Last column: Löwdin charge in e.
Positions of all 87 atoms, in Å:
H  -1.7356  2.3754  2.3793  0.0352
H  3.6479  2.8203  1.8395  0.1005
H  1.9705  7.4600  1.9217  0.1039
O  -0.9499  -0.3344  1.7694  -0.2938
C  0.7388  -5.2775  -3.2954  -0.0691
H  4.8001  0.1073  1.5842  0.1103
C  1.6557  -4.7056  2.1832  -0.0536
C  -3.0744  -0.1629  0.8010  -0.1403
N  -0.2642  -2.4229  -0.0817  -0.2102
C  1.1247  1.6897  2.9542  -0.2255
C  -4.2674  -0.2316  3.2937  -0.1613
H  2.2114  2.6279  -0.3670  0.0649
H  -0.2362  -4.8855  1.1691  0.0931
H  -1.8564  -6.1864  -0.5746  0.1151
C  1.3770  1.8627  -4.3167  -0.7013
C  1.6790  5.4790  1.1593  -0.0453
C  0.2214  -4.2918  -2.4734  -0.0554
N  1.7746  -0.9114  0.5762  -0.0145
C  -4.4724  -0.1130  0.8910  -0.1745
C  0.3153  -6.5948  -3.1511  -0.0794
C  0.6563  -2.9875  0.7914  -0.2611
H  4.7999  4.5151  3.2019  0.1034
H  0.4172  1.1241  3.5581  -0.0160
C  -2.2488  -0.2883  1.9287  -0.4248
C  -1.1256  -5.9506  -1.3373  -0.0567
C  -2.3828  0.0170  -2.8362  -0.0258
Br  -6.9319  -0.0237  2.3886  0.7748
C  -5.0525  -0.1392  2.1806  -0.6214
C  1.7713  -2.1715  1.0902  -0.1491
C  3.9243  4.7919  2.6284  -0.0790
H  -0.9007  3.8526  1.8405  0.0398
C  3.4603  6.1015  2.6519  -0.0908
H  0.5173  -3.2551  -2.5763  0.1073
Cl  1.4913  0.1695  -2.1829  0.7816
C  -4.4945  -0.0166  -1.5016  0.0131
H  1.2367  2.6964  3.3509  0.0438
C  0.6159  -4.2499  1.3478  -0.0027
C  0.8533  1.5079  -3.0838  -0.5743
C  -1.1933  2.8415  1.5570  -0.2133
C  0.8154  2.9212  -5.0199  -0.7200
H  -2.8498  -0.6986  -3.5124  0.0997
S  -1.5000  -3.3394  -0.5907  0.6014
N  -2.4066  -0.0877  -0.3837  0.0482
H  2.7936  0.8418  0.3282  0.0576
Cl  -2.2075  3.9654  -2.5847  0.7156
Cl  2.7147  0.9902  -4.9625  0.6918
C  3.9532  -1.8043  2.0482  0.0074
C  -0.6033  -6.9329  -2.1699  -0.0710
H  -4.7096  -0.2470  4.2794  0.0981
C  2.1423  4.1676  1.1160  -0.2974
C  3.9556  -0.5606  1.4860  -0.0415
H  0.6941  -7.3579  -3.8190  0.1036
H  -1.8209  2.8663  0.6683  0.0278
H  3.9776  6.8526  3.2343  0.1013
C  2.8410  -2.6528  1.8754  -0.1460
O  -2.2503  -3.9272  0.4866  -0.2887
H  0.8086  5.7559  0.5753  0.1145
Cl  1.4987  3.4339  -6.5167  0.6672
C  -5.1793  -0.0341  -0.3287  -0.0020
H  -5.0220  0.0124  -2.4451  0.1245
H  0.7693  3.6244  -0.4446  0.0708
C  1.4715  3.1530  0.2396  -0.2760
O  -2.2206  -2.5704  -1.5693  -0.2926
C  2.8251  -0.1447  0.7680  -0.2005
Br  -1.7866  -0.3756  4.7064  0.8020
H  -6.2605  -0.0116  -0.3160  0.0865
C  -3.0790  -0.0302  -1.5171  -0.2962
H  2.0845  1.1772  2.9699  0.0227
H  -1.3364  -0.2490  -2.7347  0.0437
C  2.7586  -3.9451  2.4382  -0.0442
H  1.5683  -5.6900  2.6252  0.1111
O  -0.6661  1.8554  -1.3109  -0.2968
C  -2.8714  -0.3007  3.1589  -0.5906
H  1.4649  -5.0216  -4.0560  0.1058
H  -0.9224  -7.9605  -2.0542  0.1055
C  -0.3068  3.5648  -4.4854  -0.6971
Ru  -0.2738  -0.2401  -0.1991  1.1234
As  0.3824  1.7936  1.1735  1.1866
H  3.5594  -4.3041  3.0714  0.1115
H  4.8047  -2.1607  2.6154  0.1236
C  3.2714  3.8377  1.8656  -0.0704
Cl  -1.0765  4.8101  -5.3896  0.6893
C  2.3368  6.4415  1.9150  -0.0790
C  -0.2242  2.1686  -2.4733  -0.5538
H  -2.4651  1.0160  -3.2670  0.0830
C  -0.7144  -4.6397  -1.5055  -0.2882
C  -0.8124  3.1975  -3.2488  -0.6197

Computed properties:
**2S+1**: 2
**LUMO (spin up / spin down)**: -0.0189 / -0.0300 Eh
**Relative energy (zero: lowest compared OMol25 entry of this formula, charge and spin)**: 168.8 kJ/mol
**Max |F|**: 0.0663 Eh/bohr
**Kohn-Sham gap (spin up / spin down)**: 7.2 / 6.9 eV

(2)
C40H30F5N3OP2Se2Tl as an isolated structure. Source: the OMol25 dataset; level of theory: ωB97M-V with the def2-TZVPD basis set.

Last column: Löwdin charge in e.
Positions of all 84 atoms, in Å:
H  -4.2142  1.4079  -4.2655  0.1107
C  -3.1466  5.9365  -3.9843  -0.0500
C  -4.2715  2.1611  -2.2567  -0.1287
H  2.5108  -1.6754  4.9525  0.1015
H  -3.2726  6.7487  -3.2690  0.0727
H  -2.2310  -3.1219  0.1305  0.1016
C  -4.0839  2.2740  -3.6292  -0.1211
H  2.5098  2.9219  -0.6095  0.1394
H  1.3345  1.6804  -1.2400  0.0191
C  4.0763  1.1331  0.7553  -0.0474
C  0.0509  0.7646  3.9083  -0.0853
P  0.5736  -3.0825  0.6124  0.5212
C  -0.3459  -0.2237  -0.1104  -0.4187
H  -3.6578  5.3677  -1.3761  0.1124
C  2.7123  0.8980  0.2663  -0.1834
C  -1.6842  -0.4464  2.7653  -0.0974
H  4.8463  0.4739  0.3804  0.1084
C  1.7829  -1.0065  -6.5506  -0.1644
C  1.9265  -2.7365  1.7890  -0.3444
C  3.3114  2.8710  2.2704  -0.0935
Se  1.0882  -4.6382  -0.6925  0.2854
C  -3.5778  4.6242  -3.3868  -0.3214
F  -0.7083  1.1749  -5.1013  -0.0008
C  -0.4017  0.2650  5.1188  -0.0881
C  2.7375  -0.9821  -5.5469  -0.1594
C  2.5501  -0.2294  -4.4086  -0.1394
H  0.9121  1.4190  3.8824  0.0917
C  -1.4916  -0.5933  5.1560  -0.0864
C  -0.6133  -4.3299  2.8471  -0.0905
C  -0.8153  -3.6536  1.6483  -0.3576
C  2.7164  -2.0726  3.9655  -0.0755
O  1.2411  1.2775  -3.1277  -0.2340
H  4.8186  -2.3089  4.3152  0.0989
H  1.2300  3.1520  2.5621  0.0904
Se  -1.3951  2.7613  0.8116  0.3018
H  0.3846  -4.4126  3.2564  0.1041
H  0.1051  0.5357  6.0370  0.1019
C  -1.6861  -4.9082  3.5087  -0.0858
F  -0.3033  -0.2583  -7.3448  0.0943
C  -4.1348  3.2823  -1.4523  -0.1507
P  -0.1355  1.0851  1.0951  0.5992
N  -0.5943  -1.9813  -1.4290  -0.0451
H  -4.5429  1.2087  -1.8203  0.1096
C  1.6789  -2.2347  3.0606  -0.1035
H  -2.9859  -1.6087  4.0065  0.1037
F  3.8614  -1.6988  -5.7025  0.0959
C  1.9871  1.9909  -0.4354  -0.0851
C  -0.5731  0.3915  2.7209  -0.3534
H  5.3853  2.2856  1.9376  0.0931
H  0.6680  -2.0041  3.3526  0.0841
F  3.5173  -0.2392  -3.4726  0.0841
N  -1.0554  0.1090  -1.2193  -0.1359
H  5.2628  -3.2400  2.0702  0.1018
C  3.2226  -3.0972  1.4351  -0.1140
H  -1.5246  -5.4227  4.4478  0.0995
C  1.3940  0.5612  -4.1747  -0.3298
C  1.5900  1.6796  0.9894  -0.4533
C  2.0160  2.6281  2.0297  -0.1121
C  -3.1580  -4.1976  1.7462  -0.0817
C  -3.7519  3.4994  -4.1891  -0.0913
H  -3.6246  3.5815  -5.2625  0.1162
C  4.3626  2.1077  1.6272  -0.1000
H  -1.8363  -0.9911  6.1022  0.1000
C  -2.0911  -3.6060  1.0906  -0.0932
H  3.4032  -3.5210  0.4544  0.0554
H  -3.7900  -5.3096  3.4719  0.0967
Tl  -0.9537  2.4071  -2.4368  0.8579
H  -2.1890  -0.7179  1.8464  0.1075
F  1.9863  -1.7156  -7.6799  0.0788
C  -0.0788  -1.6157  -0.2329  -0.4076
C  4.0063  -2.4324  3.6095  -0.0882
H  3.5953  3.6061  3.0143  0.0963
C  4.2564  -2.9504  2.3465  -0.0807
C  -2.1374  -0.9384  3.9786  -0.0751
H  -4.2876  3.2078  -0.3845  0.0834
N  -1.1651  -0.9516  -1.9878  -0.0447
C  0.4488  0.4748  -5.2316  -0.1445
C  -2.9581  -4.8412  2.9598  -0.0999
C  -3.7805  4.5010  -2.0157  -0.0852
H  -3.7118  6.1732  -4.8865  0.0772
H  -2.0900  5.8957  -4.2593  0.0821
H  -4.1478  -4.1623  1.3078  0.1024
C  0.6301  -0.2645  -6.3784  -0.1619
H  2.5070  -0.1028  -0.0892  0.1294

Computed properties:
**LUMO**: 0.0822 Eh
**Charge**: -1
**Relative energy (zero: lowest compared OMol25 entry of this formula, charge and spin)**: 4.3 kJ/mol
**Max |F|**: 0.0144 Eh/bohr
**Kohn-Sham gap**: 7.0 eV